(1)
DFT (wB97M-V/def2-TZVPD) results for a cluster of 2 separate species, C3H12N6 in total.

The orbital gap comes out at 8.32 eV. For the lowest unoccupied orbital energy, the calculation gives -5.732 eV.

```
! wB97M-V def2-TZVPD RIJCOSX def2/J DEFGRID3
* xyz 2 1
C -1.24 -2.52 2.96
C 0.08 -1.56 1.14
C 0.48 -3.89 1.04
N -2.01 -3.27 3.50
N -0.38 -1.82 2.49
N 0.87 -2.67 0.61
N 1.95 -2.39 0.05
N 1.21 -5.11 0.57
N -0.86 10.39 -4.10
H -0.78 -1.38 0.37
H 0.66 -0.64 1.11
H -0.54 -3.97 1.33
H -2.54 -3.45 4.22
H 2.46 -3.14 -0.35
H -1.78 10.35 -3.78
H 2.01 -4.64 0.11
H 0.80 -5.66 -0.10
H 1.44 -5.79 1.37
H -1.05 10.44 -5.11
H -0.37 9.54 -3.84
H -0.39 11.18 -3.59
*
```



(2)
DFT (wB97M-V/def2-TZVPD) results for the molecule C3H7NO2S.

The orbital gap comes out at 10.25 eV. As for the structure (SMILES): CC(C)(S)[N+](=O)[O-]. For the lowest unoccupied orbital energy, the calculation gives 0.733 eV.

```
! wB97M-V def2-TZVPD RIJCOSX def2/J DEFGRID3
* xyz 0 1
C 0.61 1.24 -0.30
C 0.23 -0.20 -0.06
C 0.32 -0.67 1.36
S 0.94 -1.35 -1.24
N -1.53 -0.22 -0.44
O -2.24 0.07 0.48
O -1.81 -0.46 -1.58
H 0.44 1.53 -1.33
H 1.68 1.37 -0.10
H 0.06 1.90 0.36
H -0.31 -0.06 2.00
H 1.35 -0.59 1.70
H 0.00 -1.71 1.44
H 0.27 -0.86 -2.29
*
```



(3)
DFT (wB97M-V/def2-TZVPD) results for a structure of composition C9H10O4.

The orbital gap comes out at 8.94 eV. For the lowest unoccupied orbital energy, the calculation gives 0.186 eV.

```
! wB97M-V def2-TZVPD RIJCOSX def2/J DEFGRID3
* xyz 0 1
C -2.72 -0.25 1.86
C -2.36 -0.92 0.66
C -0.32 -0.40 -0.17
C 0.52 -0.48 0.94
C 1.77 0.10 0.76
C 2.34 0.36 -0.55
C 1.55 0.34 -1.55
C 0.18 0.06 -1.34
C 1.92 0.83 -2.92
H -1.83 0.77 3.29
H -3.50 0.64 1.82
H -3.06 -0.89 2.71
H -2.03 -2.00 0.95
H -3.25 -1.17 -0.12
H 0.13 -0.65 1.83
H 2.55 0.07 1.51
H 3.49 0.61 -0.71
H -0.62 0.30 -2.12
H 4.03 0.56 -2.34
O -1.49 0.27 2.68
O -1.60 -0.28 -0.21
O 3.24 1.03 -3.15
O 1.06 1.09 -3.81
*
```



(4)
DFT (wB97M-V/def2-TZVPD) results for a structure of composition C31H54GeN7NiO2P.

The orbital gap (alpha / beta) comes out at 5.90 / 6.57 eV. Its expectation value of S² is 2.01. For the lowest unoccupied orbital energy (alpha / beta), the calculation gives 0.031 / 0.004 eV.

```
! wB97M-V def2-TZVPD RIJCOSX def2/J DEFGRID3
* xyz 0 3
Ni 1.21 0.05 -1.07
C 5.51 -0.39 -1.11
C 5.89 0.71 -1.83
C 4.91 1.63 -2.21
C 3.60 1.42 -1.83
N 3.24 0.35 -1.16
C 4.17 -0.54 -0.81
C 2.49 2.35 -2.22
C 2.71 3.66 -2.56
C 1.62 4.47 -2.87
C 0.36 3.91 -2.84
C 0.24 2.58 -2.49
N 1.29 1.83 -2.17
H 6.23 -1.13 -0.79
H 6.92 0.86 -2.12
H 5.17 2.49 -2.81
H 3.81 -1.41 -0.27
H 3.71 4.07 -2.56
H 1.76 5.51 -3.13
H -0.52 4.50 -3.08
H -0.72 2.07 -2.46
N -0.70 -0.08 -0.77
P -1.65 -0.15 0.42
N -2.40 1.28 0.93
C -3.80 1.39 1.40
C -3.94 2.62 2.29
C -3.74 3.89 1.45
C -2.69 3.65 0.34
C -1.71 2.55 0.75
N -1.10 -0.85 1.85
C -1.87 -0.68 3.08
C -1.61 -1.83 4.04
C -0.13 -1.92 4.44
C 0.79 -1.55 3.26
C 0.08 -1.75 1.93
N -3.07 -1.05 0.18
C -3.88 -0.63 -1.00
C -4.01 -1.76 -2.04
C -2.68 -2.49 -2.23
C -2.20 -3.13 -0.90
C -2.95 -2.52 0.30
H -4.09 0.49 1.92
H -4.49 1.51 0.55
H -3.19 2.56 3.08
H -4.92 2.63 2.78
H -3.42 4.72 2.09
H -4.69 4.19 1.00
H -2.13 4.56 0.11
H -3.18 3.33 -0.58
H -1.21 2.88 1.68
H -0.94 2.41 0.00
H -2.94 -0.64 2.84
H -1.62 0.27 3.58
H -1.93 -2.77 3.57
H -2.24 -1.70 4.93
H 0.09 -2.94 4.78
H 0.06 -1.26 5.29
H 1.71 -2.14 3.28
H 1.09 -0.50 3.32
H -0.21 -2.81 1.84
H 0.72 -1.54 1.11
H -3.39 0.22 -1.49
H -4.88 -0.30 -0.69
H -4.35 -1.32 -2.98
H -4.79 -2.47 -1.73
H -1.93 -1.76 -2.56
H -2.78 -3.25 -3.01
H -1.13 -2.91 -0.78
H -2.33 -4.22 -0.90
H -2.44 -2.77 1.23
H -3.96 -2.94 0.37
N 1.40 3.80 3.47
C 1.56 2.39 3.09
C 1.64 2.23 1.59
O 1.90 3.34 0.91
O 1.48 1.17 1.04
H 1.74 3.98 4.40
H 0.43 4.07 3.46
H 1.95 4.03 1.60
H 0.77 1.74 3.45
H 2.50 2.01 3.48
C 0.97 -4.38 -3.39
Ge 2.05 -3.14 -2.33
C 3.91 -3.26 -2.95
C 2.06 -3.88 -0.51
C 1.33 -1.38 -2.55
H 1.28 -5.43 -3.26
H 1.03 -4.12 -4.45
H -0.08 -4.28 -3.07
H 4.09 -4.25 -3.41
H 4.62 -3.15 -2.11
H 4.12 -2.49 -3.70
H 2.64 -4.81 -0.51
H 1.04 -4.11 -0.17
H 2.51 -3.18 0.22
H 0.31 -1.49 -2.93
H 1.93 -0.92 -3.36
*
```



(5)
DFT (wB97M-V/def2-TZVPD) results for the molecule C8H11NO3.

The orbital gap comes out at 8.29 eV. As for the structure (SMILES): COc1cc(N)cc(OC)c1O. For the lowest unoccupied orbital energy, the calculation gives 0.818 eV.

```
! wB97M-V def2-TZVPD RIJCOSX def2/J DEFGRID3
* xyz 0 1
C -3.42 -0.69 0.45
O -2.77 0.14 -0.52
C -1.42 0.30 -0.35
C -0.84 1.55 -0.30
C 0.51 1.77 -0.13
N 1.06 3.04 0.15
C 1.39 0.69 -0.10
C 0.82 -0.59 -0.10
O 1.51 -1.80 -0.11
C 2.89 -1.69 0.01
C -0.58 -0.79 -0.21
O -1.07 -2.03 -0.25
H -3.21 -0.29 1.42
H -4.50 -0.61 0.25
H -3.05 -1.67 0.43
H -1.54 2.44 -0.25
H 0.48 3.85 -0.07
H 1.96 3.21 -0.25
H 2.42 0.90 0.14
H 3.23 -1.11 0.86
H 3.31 -1.22 -0.92
H 3.20 -2.74 0.16
H -0.38 -2.67 -0.33
*
```



(6)
DFT (wB97M-V/def2-TZVPD) results for a cluster of 10 separate species, H20O10 in total.

The orbital gap comes out at 9.79 eV. As for the structure (SMILES): O.O.O.O.O.O.O.O.O.O. For the lowest unoccupied orbital energy, the calculation gives -0.763 eV.

```
! wB97M-V def2-TZVPD RIJCOSX def2/J DEFGRID3
* xyz 0 1
O 0.26 0.21 0.31
H -0.02 -0.16 1.16
H -0.45 0.00 -0.29
O 4.15 -0.95 0.99
H 4.10 -0.05 1.21
H 3.37 -1.37 1.36
O -1.50 1.35 -4.87
H -1.24 0.45 -4.77
H -1.58 1.62 -3.90
O 1.14 -3.96 3.27
H 1.89 -4.17 3.70
H 1.34 -4.05 2.33
O -1.76 2.07 2.72
H -1.95 2.03 3.65
H -1.44 1.19 2.33
O -3.25 0.87 -0.86
H -2.67 0.88 -0.17
H -2.60 0.83 -1.63
O 2.63 2.24 0.51
H 3.33 1.61 0.13
H 2.19 2.78 -0.13
O -0.80 -1.59 0.80
H -1.61 -1.69 0.22
H -0.19 -2.30 0.63
O -0.88 -3.36 -2.20
H 0.00 -3.61 -2.37
H -0.85 -2.35 -2.36
O -0.17 3.80 -0.47
H -0.80 3.06 -0.69
H -0.64 4.62 -0.62
*
```



(7)
DFT (wB97M-V/def2-TZVPD) results for the molecule C2H5NO.

The orbital gap comes out at 10.83 eV. As for the structure (SMILES): C=NOC. For the lowest unoccupied orbital energy, the calculation gives 1.247 eV.

```
! wB97M-V def2-TZVPD RIJCOSX def2/J DEFGRID3
* xyz 0 1
C -1.86 -0.11 -0.03
N -0.71 0.43 0.01
O 0.27 -0.53 0.02
C 1.54 0.09 -0.03
H -2.03 -1.15 -0.03
H -2.76 0.57 0.05
H 2.04 -0.14 0.93
H 1.35 1.17 -0.12
H 2.14 -0.34 -0.80
*
```



(8)
DFT (wB97M-V/def2-TZVPD) results for a cluster of 10 separate species, C19H42Cl6N4O17 in total.

The orbital gap comes out at 10.09 eV. As for the structure (SMILES): C[N+](=O)[O-].C[N+](=O)[O-].C[N+](=O)[O-].C[N+](=O)[O-].COC(=O)OC.COC(=O)OC.COC(=O)OC.ClCCCl.ClCCCl.ClCCCl. For the lowest unoccupied orbital energy, the calculation gives -0.001 eV.

```
! wB97M-V def2-TZVPD RIJCOSX def2/J DEFGRID3
* xyz 0 1
C 10.10 -5.66 -16.28
N 8.94 -4.73 -16.12
O 8.36 -4.37 -17.15
O 8.62 -4.29 -15.04
H 9.79 -6.64 -15.92
H 10.91 -5.20 -15.72
H 10.37 -5.81 -17.32
C 7.67 -4.66 -20.15
N 8.37 -5.83 -20.49
O 9.39 -6.20 -19.81
O 7.90 -6.38 -21.49
H 8.47 -3.92 -20.08
H 7.08 -4.89 -19.27
H 6.97 -4.33 -20.92
C 7.70 -0.94 -18.20
N 8.19 -0.78 -16.83
O 9.36 -0.84 -16.58
O 7.32 -0.59 -15.97
H 6.61 -0.90 -18.17
H 8.13 -1.86 -18.58
H 8.08 -0.13 -18.83
C 11.65 -0.86 -14.44
N 11.88 -2.32 -14.69
O 11.82 -2.75 -15.82
O 12.09 -3.06 -13.73
H 12.25 -0.45 -13.63
H 10.58 -0.78 -14.22
H 12.03 -0.31 -15.30
C 14.86 1.34 -18.20
O 15.01 1.01 -16.79
C 15.21 -0.25 -16.50
O 15.22 -1.26 -17.24
O 15.58 -0.36 -15.21
C 15.29 0.67 -14.27
H 14.14 2.16 -18.27
H 14.33 0.60 -18.80
H 15.82 1.64 -18.63
H 14.23 0.93 -14.27
H 15.90 1.48 -14.66
H 15.84 0.39 -13.36
C 10.99 2.44 -17.41
O 9.83 2.37 -16.55
C 10.05 2.53 -15.23
O 11.16 2.46 -14.66
O 8.85 2.61 -14.59
C 8.71 2.80 -13.19
H 11.61 3.27 -17.06
H 10.75 2.53 -18.47
H 11.59 1.53 -17.37
H 8.38 3.79 -12.91
H 9.39 2.46 -12.41
H 7.72 2.35 -13.07
C 13.81 -0.05 -22.73
O 13.91 -1.47 -22.64
C 14.86 -2.18 -21.91
O 14.87 -3.43 -21.91
O 15.79 -1.49 -21.31
C 16.52 -2.03 -20.25
H 13.75 0.59 -21.86
H 12.93 0.27 -23.29
H 14.64 0.36 -23.31
H 17.12 -2.87 -20.62
H 16.00 -2.30 -19.33
H 17.25 -1.29 -19.91
Cl 11.74 -0.06 -19.49
C 12.40 -1.51 -18.70
C 11.44 -2.67 -18.73
Cl 10.81 -3.11 -20.38
H 12.56 -1.23 -17.66
H 13.37 -1.76 -19.14
H 10.56 -2.34 -18.19
H 11.74 -3.65 -18.37
Cl 13.46 -6.98 -15.90
C 14.80 -6.45 -16.78
C 14.40 -6.31 -18.20
Cl 15.73 -5.45 -19.09
H 15.52 -7.27 -16.75
H 15.07 -5.48 -16.36
H 13.49 -5.72 -18.32
H 14.22 -7.23 -18.75
Cl 10.99 -5.96 -23.69
C 12.04 -6.33 -22.28
C 13.47 -6.75 -22.74
Cl 13.63 -8.33 -23.59
H 11.51 -7.16 -21.81
H 12.18 -5.42 -21.71
H 14.18 -6.66 -21.91
H 13.86 -5.97 -23.39
*
```



(9)
DFT (wB97M-V/def2-TZVPD) results for a structure of composition C5H7N.

The orbital gap comes out at 7.81 eV. For the lowest unoccupied orbital energy, the calculation gives 0.530 eV.

```
! wB97M-V def2-TZVPD RIJCOSX def2/J DEFGRID3
* xyz 0 1
C 1.75 0.11 -0.03
C 0.26 0.08 0.05
C -0.74 1.15 -0.10
C -2.07 0.65 -0.25
C -1.83 -0.71 -0.22
N -0.49 -1.06 -0.04
H 2.21 -0.64 0.62
H 2.08 -0.07 -1.06
H 2.12 1.09 0.28
H -0.40 2.19 -0.13
H -0.24 0.74 1.05
H -2.53 -1.54 -0.28
H -0.12 -1.98 0.12
*
```



(10)
DFT (wB97M-V/def2-TZVPD) results for the molecule C5H8O.

The orbital gap comes out at 9.45 eV. As for the structure (SMILES): C=CC(=C)OC. For the lowest unoccupied orbital energy, the calculation gives 0.861 eV.

```
! wB97M-V def2-TZVPD RIJCOSX def2/J DEFGRID3
* xyz 0 1
C -1.61 -1.81 -0.07
C -1.45 -0.43 0.07
C -0.20 0.33 0.29
C -0.24 1.69 0.42
O 0.93 -0.42 0.43
C 2.00 0.09 -0.33
H -0.77 -2.51 0.06
H -2.59 -2.22 -0.16
H -2.32 0.20 -0.01
H 0.63 2.32 0.60
H -1.19 2.18 0.27
H 2.79 -0.70 -0.37
H 1.65 0.28 -1.34
H 2.37 1.01 0.13
*
```



(11)
DFT (wB97M-V/def2-TZVPD) results for a structure of composition C35H84F4GaN2O26P6S.

The orbital gap comes out at 4.98 eV. For the lowest unoccupied orbital energy, the calculation gives -0.010 eV.

```
! wB97M-V def2-TZVPD RIJCOSX def2/J DEFGRID3
* xyz -1 1
C 2.76 -2.56 3.02
C 1.29 -3.04 2.99
C 0.26 -1.85 3.02
C -0.31 -1.53 1.63
C 0.81 -1.34 0.57
Ga -1.68 0.01 1.65
C -0.88 1.72 0.85
C 0.61 1.92 1.20
C 1.09 3.38 1.18
C 2.60 3.44 0.87
C 3.50 3.24 2.09
O 3.03 2.22 2.95
C 3.44 2.40 4.28
C -3.28 -0.66 0.56
C -4.46 0.33 0.42
S -5.91 -0.40 1.24
C -6.61 0.78 2.29
N -7.61 0.51 3.09
N -7.90 1.65 3.78
C -7.08 2.55 3.39
O -6.25 2.06 2.45
C -2.09 0.40 3.65
F -0.94 0.79 4.33
F -2.59 -0.74 4.29
C -3.11 1.52 3.96
F -3.27 2.39 2.93
F -4.32 1.01 4.35
H 3.18 -2.66 2.01
H 3.34 -3.11 3.76
H 2.83 -1.50 3.27
H 1.11 -3.59 3.92
H 1.07 -3.70 2.15
H -0.57 -2.21 3.63
H 0.77 -1.00 3.48
H -0.88 -2.43 1.33
H 0.47 -0.72 -0.25
H 1.17 -2.32 0.24
H 1.66 -0.88 1.07
H -1.00 1.65 -0.24
H -1.43 2.63 1.15
H 1.18 1.40 0.43
H 0.87 1.42 2.13
H 0.92 3.87 2.14
H 0.59 3.89 0.35
H 2.91 2.72 0.10
H 2.84 4.43 0.45
H 3.56 4.18 2.66
H 4.52 2.98 1.77
H 4.53 2.38 4.39
H 3.00 3.32 4.69
H 3.01 1.57 4.85
H -2.91 -0.90 -0.44
H -3.63 -1.60 0.98
H -4.73 0.40 -0.64
H -4.23 1.35 0.73
H -7.05 3.58 3.73
H -2.75 2.10 4.82
C -8.86 1.92 0.65
O -9.70 2.66 -0.28
P -11.31 2.32 -0.27
O -11.35 0.89 -0.68
O -11.59 3.38 -1.47
C -10.72 3.46 -2.60
O -12.77 2.57 0.40
C -13.90 2.54 -0.47
H -7.88 2.40 0.63
H -9.26 1.97 1.66
H -8.76 0.89 0.33
H -10.37 2.47 -2.90
H -9.88 4.11 -2.38
H -11.30 3.89 -3.42
H -13.86 1.68 -1.13
H -13.97 3.46 -1.05
H -14.78 2.47 0.17
C -6.11 -1.31 4.95
O -5.71 -2.30 5.93
P -6.80 -2.73 7.07
O -7.03 -1.45 7.81
O -5.74 -3.74 7.78
C -4.38 -3.36 7.97
O -8.08 -3.64 7.50
C -8.15 -4.09 8.84
H -5.34 -1.29 4.18
H -7.06 -1.56 4.49
H -6.18 -0.32 5.41
H -4.29 -2.31 8.23
H -3.81 -3.57 7.07
H -3.99 -3.97 8.78
H -7.94 -3.27 9.54
H -7.45 -4.91 9.01
H -9.16 -4.45 9.00
C -3.29 -4.01 3.10
O -3.68 -5.39 2.89
P -2.56 -6.41 2.27
O -2.29 -5.81 0.93
O -3.60 -7.65 2.26
C -4.95 -7.48 1.84
O -1.27 -7.38 2.52
C -1.16 -8.54 1.70
H -4.08 -3.53 3.68
H -2.36 -3.95 3.66
H -3.19 -3.50 2.15
H -5.02 -6.79 0.99
H -5.56 -7.12 2.66
H -5.32 -8.45 1.53
H -1.33 -8.30 0.65
H -1.86 -9.31 2.03
H -0.15 -8.92 1.83
C 6.66 6.81 -3.59
O 5.91 5.63 -3.88
P 6.03 4.37 -2.80
O 7.49 4.02 -2.94
O 5.09 3.44 -3.75
C 5.22 3.45 -5.16
O 5.67 3.39 -1.50
C 5.75 1.98 -1.72
H 6.33 7.58 -4.29
H 6.47 7.16 -2.58
H 7.72 6.63 -3.73
H 6.26 3.53 -5.46
H 4.64 4.27 -5.59
H 4.81 2.51 -5.53
H 6.66 1.72 -2.26
H 4.88 1.62 -2.26
H 5.76 1.50 -0.74
C 10.06 2.81 -7.87
O 9.17 3.39 -8.83
P 7.71 2.64 -9.06
O 8.20 1.33 -9.59
O 7.25 3.70 -10.19
C 8.17 4.20 -11.15
O 6.17 2.22 -8.68
C 5.28 1.93 -9.76
H 10.88 3.52 -7.71
H 9.57 2.64 -6.92
H 10.47 1.88 -8.26
H 8.87 3.44 -11.47
H 8.70 5.06 -10.75
H 7.58 4.53 -12.01
H 5.76 1.26 -10.48
H 4.96 2.84 -10.25
H 4.42 1.44 -9.32
C 8.91 -1.01 -5.61
O 9.30 -1.92 -4.57
P 8.25 -2.11 -3.30
O 8.21 -0.73 -2.74
O 9.28 -3.13 -2.57
C 10.68 -2.88 -2.54
O 6.96 -2.84 -2.63
C 7.01 -3.11 -1.22
H 9.61 -1.14 -6.43
H 7.91 -1.22 -5.97
H 8.97 0.01 -5.25
H 10.89 -1.82 -2.41
H 11.14 -3.26 -3.45
H 11.08 -3.43 -1.69
H 7.35 -2.23 -0.67
H 7.64 -3.96 -1.02
H 5.99 -3.35 -0.92
*
```